Entry 1:
The following is a DFT calculation (wB97M-V/def2-TZVPD) of a structure of composition C43H43N5O5P2TeTl.

Values from the calculation:
ΔE to the lowest compared entry with this formula, charge and spin   1.200 eV
Total charge   +1
E   -93533.12020 eV

```
100
C43H43N5O5P2TeTl (wB97M-V/def2-TZVPD)
Tl -0.5419 -0.6003 -0.7637
Te -2.4601 -2.3382 3.7697
C -1.7664 -4.3391 3.6884
C -2.6455 -5.3915 3.4928
C -2.1155 -6.6672 3.3409
N -0.8124 -6.9309 3.3811
C 0.0171 -5.9101 3.5912
C -0.4072 -4.5978 3.7455
C -0.9823 -1.5411 2.4911
P 0.0627 -0.1208 2.7274
C 1.7343 -0.8043 3.0127
C 2.7062 0.0240 3.5769
C 4.0198 -0.4077 3.6874
C 4.3822 -1.6657 3.2219
C 3.4242 -2.4913 2.6522
C 2.1073 -2.0616 2.5482
C -0.4187 0.4309 4.4010
C -0.0460 -0.2951 5.5351
C -0.4888 0.0920 6.7903
C -1.3093 1.2069 6.9244
C -1.6756 1.9370 5.8041
C -1.2282 1.5541 4.5444
P -2.0407 -1.7943 1.2177
C -3.3942 -0.6701 0.8245
C -4.0468 -0.7163 -0.4076
C -4.9750 0.2627 -0.7232
C -5.2374 1.2919 0.1730
C -4.5696 1.3479 1.3896
C -3.6454 0.3678 1.7166
C -2.2113 -3.4075 0.4650
C -3.4618 -3.9170 0.1246
C -3.5622 -5.2194 -0.3405
C -2.4266 -6.0120 -0.4437
C -1.1818 -5.5053 -0.0872
C -1.0712 -4.2036 0.3672
H -3.7164 -5.2405 3.4331
H -2.7737 -7.5118 3.1703
H 1.0738 -6.1495 3.6345
H 0.3130 -3.8012 3.8876
H 2.4288 1.0056 3.9478
H 4.7616 0.2366 4.1421
H 5.4080 -1.9997 3.3042
H 3.7020 -3.4718 2.2868
H 1.3555 -2.7030 2.1022
H 0.6008 -1.1594 5.4321
H -0.1932 -0.4721 7.6654
H -1.6507 1.5104 7.9056
H -2.2953 2.8188 5.9041
H -1.4921 2.1588 3.6841
H -3.8168 -1.4928 -1.1286
H -5.4865 0.2254 -1.6762
H -5.9616 2.0552 -0.0809
H -4.7615 2.1562 2.0833
H -3.1013 0.4319 2.6534
H -4.3536 -3.3140 0.2417
H -4.5307 -5.6194 -0.6095
H -2.5108 -7.0311 -0.7972
H -0.3002 -6.1282 -0.1576
H -0.1073 -3.8002 0.6584
O 0.0098 7.3163 2.9208
C -1.3455 6.9853 2.7619
N -1.5758 6.1048 1.6343
C -1.6848 4.7614 1.7858
O -1.6374 4.2016 2.8684
C -1.8782 3.9716 0.5264
C -2.5475 4.4479 -0.5926
C -2.7210 3.6036 -1.6764
C -2.2083 2.3204 -1.6078
N -1.5523 1.8581 -0.5397
C -1.4056 2.6679 0.5055
H 0.4652 6.5864 3.3531
H -1.8745 7.9183 2.5875
H -1.7525 6.4871 3.6395
H -1.3897 6.4739 0.7158
H -2.9588 5.4498 -0.6106
H -3.2498 3.9267 -2.5622
H -2.3325 1.6354 -2.4377
H -0.8954 2.2607 1.3720
O 0.1525 0.5731 -2.6549
N -0.6193 0.1421 -3.5533
O -1.4464 -0.6807 -3.1533
O 1.8943 -0.4916 -0.5879
C 2.7337 0.3309 -0.2214
C 2.3969 1.7043 0.2687
C 2.3628 2.5635 -1.0219
C 3.5651 2.4244 -1.9788
C 3.6806 1.0781 -2.7273
C 4.3571 -0.0435 -1.9169
N 4.0593 0.1274 -0.4793
H 3.1647 2.0664 0.9558
H 1.4336 1.7201 0.7776
H 2.2716 3.6092 -0.7207
H 1.4566 2.3112 -1.5784
H 4.4991 2.6579 -1.4532
H 3.4529 3.2078 -2.7298
H 4.2437 1.2252 -3.6501
H 2.6779 0.7633 -3.0235
H 5.4403 -0.0157 -2.0191
H 4.0185 -1.0241 -2.2413
H 4.6241 0.8642 -0.0814
```

***

Entry 2:
The following is a DFT calculation (wB97M-V/def2-TZVPD) of a structure of composition C43H44As2BN9Rh in a non-equilibrium geometry.

Values from the calculation:
Total charge   +2
⟨S²⟩   8.776
2S+1   6
E   -184058.85308 eV

```
100
C43H44As2BN9Rh (wB97M-V/def2-TZVPD)
Rh 1.7041 -2.4142 -1.3698
C 2.8400 -4.7113 -3.7479
C 2.2955 -5.3907 -2.4934
C 1.9867 -6.7368 -2.0164
C 1.4410 -6.5345 -0.7891
N 1.2925 -5.1894 -0.6010
N 1.7937 -4.5362 -1.6358
B 0.7987 -4.4316 0.7405
N 2.0590 -3.6039 1.3218
C 2.8702 -3.7390 2.3759
C 3.9383 -2.8141 2.2911
C 3.6681 -2.1358 1.0967
C 4.3986 -0.9337 0.5605
N 2.5689 -2.6533 0.5215
N -0.3893 -3.5456 0.4613
C -1.6087 -3.4454 0.9832
C -2.2631 -2.4182 0.3147
C -1.3716 -1.9342 -0.5904
C -1.4527 -0.7615 -1.5518
N -0.2875 -2.6438 -0.5285
N 0.3811 -5.5102 1.7086
C -0.7080 -6.3079 1.4562
C -0.6850 -7.2798 2.4245
C 0.5603 -7.1136 3.1322
C 1.1605 -8.0438 4.1192
N 1.1668 -6.0325 2.7232
H 3.0026 -3.6514 -3.4516
H 3.7037 -5.2563 -4.1962
H 2.0896 -4.7783 -4.4952
H 2.0566 -7.6585 -2.5498
H 1.1135 -7.2391 -0.0106
H 2.6167 -4.4292 3.1196
H 4.6904 -2.6014 3.0038
H 4.5934 -0.1455 1.3194
H 5.2768 -1.2141 0.0302
H 3.7210 -0.5047 -0.2155
H -1.8455 -4.1121 1.7940
H -3.2400 -1.9822 0.5212
H -2.4713 -0.3660 -1.4624
H -0.7137 0.0117 -1.3402
H -1.2830 -1.0795 -2.6098
H -1.3784 -6.2172 0.5901
H -1.3885 -8.1022 2.5833
H 2.0679 -7.7421 4.5629
H 0.4121 -8.3046 4.8553
H 1.5317 -8.9439 3.6121
C -0.4555 4.6615 -0.1588
C -0.0062 3.3939 0.6396
As -1.2543 1.9008 0.6246
C -2.5947 2.7507 1.7900
C -3.8627 2.3203 1.5200
C -4.9451 2.6771 2.2138
C -4.8166 3.6343 3.2411
C -3.5528 4.1402 3.4956
C -2.4048 3.7182 2.7393
C -0.3523 0.8149 1.9916
C -1.0764 -0.0209 2.8326
C -0.4871 -0.9206 3.7295
C 0.8969 -1.0177 3.7007
C 1.6856 -0.2304 2.8906
C 1.0273 0.6545 1.9911
As -0.4808 4.5033 -2.0787
C -2.1554 4.9717 -2.9271
C -2.0597 5.0747 -4.3284
C -3.1520 5.1968 -5.1027
C -4.4428 5.1073 -4.5692
C -4.5630 5.0569 -3.1898
C -3.4724 4.9153 -2.3724
C 0.9062 5.6080 -2.7747
C 0.6008 6.8646 -3.3100
C 1.6441 7.7949 -3.4244
C 2.9117 7.3986 -2.9821
C 3.1931 6.1624 -2.5108
C 2.2115 5.1978 -2.4218
H 0.2818 5.4572 -0.0211
H -1.4312 5.1751 0.1738
H 0.2585 3.7932 1.5620
H 0.9055 3.0604 0.1121
H -4.0045 1.6777 0.6761
H -5.9199 2.3353 1.9246
H -5.6058 4.1294 3.7894
H -3.4023 4.9968 4.1604
H -1.4367 4.1133 2.9888
H -2.1626 0.0520 2.8116
H -1.0326 -1.4878 4.5044
H 1.3748 -1.6889 4.3917
H 2.7834 -0.2183 2.9762
H 1.6958 1.3588 1.4191
H -1.0485 5.0911 -4.7403
H -3.0457 5.3762 -6.1397
H -5.3391 5.2234 -5.2865
H -5.5782 5.0764 -2.8121
H -3.6284 4.7886 -1.3082
H -0.4302 7.1749 -3.5207
H 1.5525 8.7991 -3.9824
H 3.7506 8.1643 -3.0214
H 4.1965 5.9588 -2.1161
H 2.3549 4.1698 -2.0534
N 1.5715 0.7055 -2.1952
C 1.6836 -0.4338 -2.1099
```

***

Entry 3:
The following is a DFT calculation (wB97M-V/def2-TZVPD) of a structure of composition C43H44AsCl3N4OPPdS.

Values from the calculation:
ΔE to the lowest compared entry with this formula, charge and spin   0.347 eV
Total charge   +1
E   -175318.90732 eV

```
99
C43H44AsCl3N4OPPdS (wB97M-V/def2-TZVPD)
Pd -0.0479 0.0010 0.2773
Cl 2.7514 -4.3302 -4.7383
C 2.3608 -2.9991 -3.7007
C 1.3358 -3.1251 -2.7835
C 1.0647 -2.0386 -1.9740
Cl -0.2469 -2.1561 -0.8048
C 1.7387 -0.8160 -2.0153
O 1.4246 0.1928 -1.2546
C 2.7719 -0.7542 -2.9701
Cl 3.6540 0.7278 -3.0963
C 3.0790 -1.8159 -3.7973
H 0.7689 -4.0433 -2.7035
H 3.8790 -1.7225 -4.5189
N 0.9594 2.7106 -1.0138
C 0.7459 2.8213 0.2999
N 0.3556 1.8301 1.0604
C 0.2899 2.1872 2.4076
C 0.0540 1.3391 3.4797
C 0.0488 1.8612 4.7615
C 0.2860 3.2171 4.9854
C 0.5509 4.0672 3.9233
C 0.5590 3.5336 2.6442
S 0.9473 4.3349 1.1392
H 1.0893 1.7701 -1.4108
H 1.3018 3.5061 -1.5232
H -0.1414 0.2920 3.3013
H -0.1419 1.2022 5.6000
H 0.2790 3.6087 5.9937
H 0.7619 5.1153 4.0882
C 1.8795 -4.1872 2.5829
C 1.7901 -2.9585 3.4821
C 3.1744 -2.5611 3.9943
C 0.8583 -3.2392 4.6569
N 1.1272 -1.8660 2.7266
N 1.8273 -1.3694 1.5685
H 2.1399 -5.0668 3.1732
H 2.6493 -4.0795 1.8144
H 0.9180 -4.3695 2.0967
H 3.5995 -3.3589 4.6056
H 3.1172 -1.6604 4.6123
H 3.8747 -2.3794 3.1763
H 1.2660 -4.0274 5.2915
H -0.1268 -3.5499 4.3018
H 0.7310 -2.3455 5.2767
H 1.0470 -1.0663 3.3573
H 1.9649 -2.1543 0.9384
H 2.7582 -1.0299 1.8116
C -2.8181 0.5648 2.5029
C -4.3119 0.5951 2.8051
As -5.2425 -1.1392 3.0507
C -4.2653 -1.7385 4.6383
C -3.5158 -0.9091 5.4699
C -2.8377 -1.4272 6.5672
C -2.9092 -2.7834 6.8527
C -3.6644 -3.6178 6.0387
C -4.3304 -3.0971 4.9378
C -6.8195 -0.3738 3.9084
C -8.0414 -0.5441 3.2652
C -9.2030 -0.0048 3.8050
C -9.1482 0.7019 4.9966
C -7.9327 0.8684 5.6494
C -6.7742 0.3332 5.1071
P -2.2620 -0.0121 0.8583
C -2.8085 -1.7313 0.7215
C -2.3385 -2.6200 1.6898
C -2.6867 -3.9596 1.6236
C -3.5017 -4.4164 0.5973
C -3.9460 -3.5386 -0.3826
C -3.5907 -2.2007 -0.3310
C -3.1869 0.9861 -0.3286
C -4.5640 0.8096 -0.4880
C -5.2745 1.6322 -1.3463
C -4.6220 2.6389 -2.0477
C -3.2558 2.8190 -1.8951
C -2.5381 1.9938 -1.0410
H -2.2999 -0.0378 3.2428
H -2.4188 1.5766 2.5874
H -4.8564 1.1479 2.0377
H -4.4477 1.1631 3.7281
H -3.4573 0.1576 5.2783
H -2.2640 -0.7677 7.2078
H -2.3879 -3.1865 7.7117
H -3.7352 -4.6751 6.2621
H -4.9083 -3.7570 4.3009
H -8.0899 -1.1062 2.3400
H -10.1490 -0.1432 3.2978
H -10.0522 1.1183 5.4221
H -7.8901 1.4110 6.5852
H -5.8351 0.4538 5.6360
H -1.6743 -2.2801 2.4772
H -2.3226 -4.6444 2.3781
H -3.7803 -5.4617 0.5519
H -4.5635 -3.8985 -1.1955
H -3.9155 -1.5296 -1.1160
H -5.0829 0.0268 0.0531
H -6.3400 1.4864 -1.4684
H -5.1808 3.2784 -2.7190
H -2.7437 3.5968 -2.4471
H -1.4710 2.1241 -0.9411
```

***

Question: The lowest E belongs to which entry?
Answer: C43H44As2BN9Rh

***

Question: Among the records above, which one has the highest total charge?
Answer: C43H44As2BN9Rh